DFT (wB97M-V/def2-TZVPD) results for an isolated ion of composition C22H29O3Si and charge +1 in a non-equilibrium geometry.

Results
Total energy ... -1370.726175 hartree
Frontier orbital gap ... 0.2812 Eh
HOMO energy ... -0.402 Eh
Molecular weight ... 369.56 g/mol

Structure (ORCA input):
```
! wB97M-V def2-TZVPD RIJCOSX def2/J DEFGRID3
* xyz 1 1
C -0.8931 2.2461 -1.6980
C 0.3900 3.0278 -1.3130
C 0.9710 2.2920 -0.1124
O 0.2818 1.8451 0.8748
Si 1.0840 0.9822 2.3048
C -0.2730 1.2672 3.5139
C 1.4289 -0.7698 1.9182
C 2.5471 1.9804 2.7773
O 2.2169 1.8584 -0.1909
C 2.7421 2.1457 -1.5457
C 1.6036 2.8018 -2.2749
H -1.3301 2.6923 -2.5945
H -0.6585 1.1905 -1.9134
H -1.6378 2.2650 -0.8745
H 0.0677 1.0798 4.5369
H -0.6300 2.3027 3.4527
H -1.1081 0.6024 3.2914
H 1.8995 -1.2457 2.7966
H 0.4874 -1.2971 1.7149
H 2.0964 -0.9057 1.0578
H 2.6609 1.8998 3.8688
H 3.4642 1.5913 2.3222
H 2.4716 3.0448 2.5364
H 3.5755 2.8258 -1.4197
H 3.0952 1.2164 -2.0021
H 1.2987 2.1331 -3.0997
H 1.8700 3.7853 -2.6966
C 4.8592 8.1457 1.3996
O 3.8855 7.2461 1.9418
C 2.8035 6.8419 1.2169
C 1.9978 5.8157 1.7582
C 1.0394 5.1977 0.9921
C 0.8871 5.5003 -0.3556
C -0.0362 4.4877 -1.1460
C -0.5907 5.2121 -2.4262
C -1.9759 5.3735 -2.7298
C -2.4015 5.8031 -4.0094
C -1.4563 6.1590 -4.9787
C -0.1040 6.1304 -4.6559
C 0.2952 5.7334 -3.3699
C 1.4661 6.7059 -0.8083
C 2.4945 7.3270 -0.0791
H 5.6063 8.2292 2.1825
H 5.3118 7.7459 0.4941
H 4.4204 9.1223 1.1984
H 2.2362 5.4780 2.7512
H 0.3735 4.4864 1.4536
H -0.9158 4.3467 -0.5223
H -2.7330 5.1105 -1.9722
H -3.4714 5.7773 -4.2556
H -1.7910 6.4252 -5.9782
H 0.6452 6.3380 -5.4140
H 1.3541 5.8135 -3.1259
H 1.2242 7.2006 -1.7487
H 3.0593 8.1693 -0.5037
*
```

The computed natural (NBO) charges, all in e, follow: C -0.602; C -0.135; C 0.937; O -0.692; Si 1.866; C -1.159; C -1.173; C -1.175; O -0.448; C -0.068; C -0.448; H 0.255; H 0.221; H 0.235; H 0.263; H 0.258; H 0.255; H 0.277; H 0.263; H 0.261; H 0.267; H 0.258; H 0.261; H 0.217; H 0.221; H 0.239; H 0.254; C -0.252; O -0.494; C 0.326; C -0.255; C -0.246; C 0.000; C -0.265; C -0.017; C -0.213; C -0.202; C -0.202; C -0.194; C -0.246; C -0.136; C -0.319; H 0.213; H 0.181; H 0.185; H 0.227; H 0.208; H 0.226; H 0.219; H 0.230; H 0.228; H 0.225; H 0.211; H 0.222; H 0.233